ORCA calculation (ωB97M-V/def2-TZVPD) on a 2-piece molecular cluster, C21H27N3O4 overall in a non-equilibrium geometry.

```
55
Properties=species:S:1:pos:R:3
C -2.0654 1.7485 1.3973
N -1.4699 0.4443 1.5152
C -2.3684 -0.6580 1.7658
C -1.8123 -1.8785 1.0869
C -0.4331 -2.1534 1.6016
N 0.3727 -0.9485 1.6930
C 1.7866 -1.2387 1.8113
C 2.5062 -0.0231 2.3143
C 2.0474 1.2005 1.5686
N 0.6248 1.4373 1.6144
C -0.1081 0.3340 1.6059
H -1.3218 2.4246 0.9792
H -2.9352 1.6881 0.7318
H -2.4138 2.1210 2.3709
H -2.4682 -0.8348 2.8516
H -3.3475 -0.3830 1.3658
H -2.4543 -2.7375 1.2857
H -1.7828 -1.7223 0.0043
H -0.4874 -2.6095 2.6030
H 0.0787 -2.8716 0.9488
H 1.9282 -2.0908 2.4856
H 2.1820 -1.5236 0.8231
H 2.3146 0.1367 3.3812
H 3.5847 -0.1563 2.1783
H 2.5138 2.0615 2.0417
H 2.4264 1.1639 0.5284
C -1.4857 4.9681 6.0696
C -2.0436 3.6891 5.4699
C -3.1663 3.0760 6.3077
O -2.6065 3.9514 4.1680
C -1.7008 4.3252 3.1869
O -2.0942 4.9526 2.2285
C -0.3133 3.8226 3.3232
C 0.5205 3.8882 2.2233
C 1.9288 4.2162 2.3017
C 2.6151 4.3328 3.5396
C 4.0064 4.4108 3.5676
C 4.7462 4.4087 2.3793
C 4.0803 4.3742 1.1440
C 2.6922 4.3193 1.1017
C -0.0418 2.8464 4.3923
O 0.9430 2.1363 4.4438
O -1.0204 2.6703 5.3455
H -0.7170 5.4107 5.4268
H -2.3105 5.6793 6.1917
H -1.0630 4.7504 7.0559
H -3.5270 2.1585 5.8332
H -2.8001 2.8400 7.3097
H -3.9938 3.7857 6.3850
H 0.0293 4.0435 1.2655
H 2.0369 4.3192 4.4631
H 4.5091 4.4690 4.5356
H 5.8346 4.4475 2.4130
H 4.6468 4.3907 0.2101
H 2.1525 4.2843 0.1499
```

SMILES: CC1(C)OC(=O)C(=Cc2ccccc2)C(=O)O1.CN1CCCN2CCCN=C12
Frontier orbital gap: 7.0079 eV
M: 385.464 Da
Energy relative to the best compared isomer or geometry (same formula, charge and spin): 53.21 kcal per mole
Calculated total energy: -34875.0682 eV

Atomic charges from the natural (NBO) analysis, expressed in e, are listed below: -0.40 -0.44 -0.20 -0.42 -0.19 -0.45 -0.19 -0.43 -0.23 -0.60 0.63 0.24 0.19 0.19 0.18 0.21 0.22 0.21 0.18 0.20 0.20 0.18 0.23 0.21 0.21 0.17 -0.67 0.53 -0.63 -0.53 0.79 -0.58 -0.46 0.11 -0.06 -0.14 -0.23 -0.17 -0.24 -0.16 0.78 -0.60 -0.53 0.23 0.23 0.23 0.23 0.22 0.22 0.23 0.23 0.22 0.22 0.22 0.22

---

ORCA calculation (ωB97M-V/def2-TZVPD) on a 2-piece molecular cluster, C14H16F13N2S2 overall in a non-equilibrium geometry.

```
47
Properties=species:S:1:pos:R:3
C 0.0999 0.8076 3.2842
S 1.3602 1.6670 2.2017
C 2.4642 0.2779 1.5644
C 1.8067 -0.4243 0.3005
N 2.0004 0.1202 -0.8739
C 0.5637 2.5265 0.7693
C -0.8054 1.8325 0.2414
C -2.0835 2.7624 0.5582
F -1.7258 4.0183 -0.0385
F -2.0609 3.0004 1.9401
C -3.4416 2.3111 -0.1075
F -3.9923 3.4812 -0.7070
F -3.0988 1.5165 -1.2414
C -4.6033 1.6799 0.7620
F -4.7516 2.2214 2.0619
F -5.8090 2.1472 0.1405
C -4.8174 0.0987 0.6994
F -5.1462 -0.3507 -0.5985
F -6.0149 -0.1250 1.4271
S -3.5150 -0.9896 1.4522
F -2.5362 -0.9566 0.1158
F -2.7259 0.2369 2.2287
F -4.4956 -1.2411 2.7876
F -4.2653 -2.3360 0.7743
F -2.4225 -2.0468 2.1378
H 0.6266 0.3650 4.1939
H -0.3098 -0.0516 2.6639
H -0.6949 1.5237 3.6690
H 3.4772 0.7482 1.3122
H 2.6105 -0.4325 2.4544
H 1.2352 -1.3947 0.4821
H 1.4827 -0.5122 -1.5201
H 0.4305 3.6122 1.0662
H 1.3440 2.5277 -0.0749
H -0.6392 1.7028 -0.8841
H -0.8744 0.8035 0.7036
N 4.9027 -2.3652 -1.7480
C 5.2804 -3.5782 -2.1796
C 5.1007 -4.0249 -3.4790
C 4.4917 -3.1723 -4.3877
C 4.0894 -1.9127 -3.9671
C 4.3178 -1.5595 -2.6472
H 5.7489 -4.2096 -1.4320
H 5.4282 -5.0140 -3.7725
H 4.3322 -3.4857 -5.4133
H 3.6105 -1.2213 -4.6491
H 4.0252 -0.5844 -2.2710
```

Frontier orbital gap: 7.6501 eV
M: 523.404 Da
Total charge: +1
Calculated total energy: -74742.6511 eV

Atomic charges from the natural (NBO) analysis, expressed in e, are listed below: -0.75 0.77 -0.58 0.08 -0.57 -0.55 -0.48 0.65 -0.33 -0.33 0.58 -0.28 -0.31 0.59 -0.28 -0.29 0.46 -0.27 -0.28 2.27 -0.45 -0.46 -0.43 -0.43 -0.43 0.28 0.25 0.29 0.30 0.28 0.20 0.37 0.29 0.30 0.28 0.24 -0.43 0.03 -0.25 -0.16 -0.27 0.01 0.20 0.23 0.22 0.22 0.19

---

ORCA calculation (ωB97M-V/def2-TZVPD) on one molecule with the formula C9H8BrN3 in a non-equilibrium geometry.

```
21
Properties=species:S:1:pos:R:3
C 0.5033 -2.5820 0.5022
C 1.0063 -1.3381 0.4969
C -0.7034 -2.9202 -0.1293
C 0.3747 -0.3308 -0.2959
C -1.5587 -1.9109 -0.5171
C 0.9246 3.2161 -0.3175
C 0.3561 2.0740 -0.8322
C 1.4633 2.7588 0.9079
C -1.1356 -0.5281 -0.2299
N 0.8002 1.0325 -0.0481
N 1.3807 1.4469 1.0044
N -1.8788 0.4396 0.0501
Br -3.6961 0.2654 0.1344
H 0.9574 -3.2771 1.1421
H 1.8111 -1.0047 1.0674
H -0.9936 -3.9114 -0.2894
H 0.5662 -0.5615 -1.3042
H -2.5382 -2.1769 -0.6731
H 0.8034 4.1296 -0.7889
H -0.4738 1.8873 -1.5219
H 2.0306 3.2914 1.6420
```

SMILES: Br/N=C1\C=CC=C[C@@H]1n1cccn1
Frontier orbital gap: 8.3849 eV
M: 238.088 Da
Energy relative to the best compared isomer or geometry (same formula, charge and spin): 84.62 kcal per mole
Calculated total energy: -83972.0192 eV

Atomic charges from the natural (NBO) analysis, expressed in e, are listed below: -0.26 -0.11 -0.14 -0.14 -0.28 -0.33 -0.05 -0.06 0.25 -0.14 -0.26 -0.48 0.19 0.22 0.24 0.22 0.24 0.23 0.23 0.23 0.21